A 14-piece molecular cluster, C42H119N7O14 overall, computed with the ωB97M-V functional and the def2-TZVPD basis.

Properties
ΔE to the lowest compared entry with this formula, charge and spin: 138.4 kcal/mol
charge: 0
lowest unoccupied orbital energy: 0.1977 eV
maximum force: 3.770 eV/A

```
182
Properties=species:S:1:pos:R:3:lowdin_charge:R:1
C -17.25414 18.13264 10.54318 -0.091
H -6.43896 20.95523 6.67650 0.128
H -17.25638 13.75042 11.20461 0.077
H -13.11829 13.07739 7.17800 0.116
H -4.50478 19.82088 7.29774 0.070
H -16.97697 14.08590 9.45166 0.063
H -7.85328 19.07835 5.45948 0.104
H -14.79372 12.25029 5.81277 0.092
H -16.41428 12.56303 10.16163 0.068
C -16.64605 11.41769 5.04986 -0.072
H -13.91651 15.37534 10.18143 0.054
H -12.52164 11.55242 9.18206 0.077
H -12.66258 15.89726 8.28915 0.124
C -12.47432 9.85419 4.82077 -0.068
H -6.20240 18.79833 5.57721 0.106
H -5.10227 20.42495 8.77197 0.078
H -8.03994 16.53139 5.20265 0.075
C -7.08625 18.88449 6.20926 -0.168
H -9.45847 13.56453 7.17121 0.059
H -11.02776 14.74257 15.39820 0.085
H -21.31275 10.25188 9.14541 0.071
C -13.19119 9.11156 6.00134 -0.297
H -13.98010 13.26689 12.50350 0.109
C -13.83126 13.82531 2.15877 -0.056
H -8.53550 20.33854 7.71260 0.060
H -18.36328 13.26175 8.00896 0.120
C -15.86278 12.46028 5.84644 -0.330
H -2.74369 9.98658 10.00114 0.082
H -8.67250 14.38371 9.71839 0.096
C -12.64221 14.05705 7.21915 -0.178
C -12.94388 13.80254 14.20888 -0.179
H -9.15114 10.75032 7.70729 0.087
H -13.29776 9.73283 6.89060 0.092
H -7.92157 12.01116 10.69702 0.004
H -16.25024 11.17007 4.06492 0.067
H -17.14061 19.21641 10.56872 0.071
C -12.00824 17.89427 4.70749 -0.256
H -15.15066 14.69957 7.16727 0.073
H -11.56761 19.66121 5.80715 0.067
H -14.98681 10.82709 13.43272 0.032
H -11.19831 18.26392 10.70915 0.128
H -14.12506 15.51242 12.11063 0.053
H -14.67243 15.89147 13.80965 0.087
H -15.71760 15.18784 12.58290 0.065
C -9.49847 14.31795 1.27381 -0.090
C -6.62552 20.00822 7.18295 -0.414
O -12.73613 17.31167 5.82382 -0.112
H -21.16931 11.39712 6.68884 0.075
H -17.15164 16.48255 9.19362 0.103
C -13.33598 15.04716 8.17969 -0.422
H -11.62980 21.09361 10.95120 0.073
H -15.01338 16.51646 8.99413 -0.002
H -7.88777 11.18997 6.65726 0.088
H -12.37692 13.68324 3.82281 0.088
H -3.03955 9.33586 8.49769 0.080
O -15.33754 17.27525 9.48481 -0.117
C -13.51565 14.54771 9.59623 -0.037
H -10.27285 13.25084 2.94670 0.082
N -7.63143 20.36919 8.16184 0.035
H -12.09769 14.96616 2.81544 0.098
H -14.09979 7.36107 12.61789 0.082
H -7.30086 9.36336 8.15959 0.132
H -13.08831 15.80577 4.53889 0.023
H -15.39862 8.15578 11.62398 0.081
H -7.75314 19.75899 8.95741 0.044
H -13.69036 18.69933 9.33619 0.032
C -8.87707 17.50014 9.50069 -0.125
H -12.16808 14.12094 13.51256 0.105
H -12.30494 9.24355 3.93390 0.071
H -11.10581 10.99036 10.13964 0.087
H -14.73934 13.36914 2.55299 0.069
H -11.32983 17.16316 4.26780 0.108
H -16.17177 13.34234 13.71022 0.069
C -11.00624 18.97094 5.17748 -0.064
C -13.84541 9.47224 12.38060 -0.404
H -14.61266 10.80117 10.66539 0.118
C -5.34582 19.71368 7.98276 -0.062
O -11.32455 13.79720 7.65136 -0.191
H -11.58313 10.14020 8.66854 0.080
C -11.84024 14.99541 16.07942 -0.089
H -6.26226 16.18552 5.68686 0.087
H -10.12295 13.95095 0.45930 0.073
H -9.64519 12.92392 9.59290 0.079
H -14.22981 15.94183 6.91440 0.069
N -14.93792 9.83309 13.26040 0.030
O -13.70018 15.22510 4.08058 -0.079
H -12.65644 8.21742 6.32175 0.106
H -10.49076 13.41794 12.08997 0.057
H -10.53447 13.02319 5.77628 0.082
N -15.28535 13.20373 14.17404 0.049
H -11.76333 14.39568 16.98636 0.076
C -9.96312 14.09016 11.41335 -0.083
H -5.50058 11.73031 8.66670 0.129
N -20.18163 11.47405 6.88546 0.031
O -12.98666 14.75347 15.27983 -0.200
C -11.87286 19.69085 9.22435 -0.417
H -2.96022 11.07873 8.73670 0.084
H -16.84677 18.16336 8.51558 0.113
C -20.25517 10.48589 9.02341 -0.068
H -16.07617 12.23375 6.89107 0.092
O -7.33539 17.60143 6.85160 -0.235
H -19.86048 9.55700 8.61170 0.077
C -14.70141 15.18842 12.97720 -0.050
H -11.83599 15.98623 16.53370 0.085
C -12.93642 14.40716 3.23035 -0.325
N -14.61919 15.39606 7.66980 0.083
H -8.88339 12.43742 2.26645 0.115
O -9.70922 18.58879 9.31422 -0.231
O -14.38841 8.65580 5.44051 -0.086
H -14.96705 8.23587 6.08116 0.089
H -9.29878 14.67333 12.05104 0.073
C -11.13470 18.40709 9.63047 -0.131
H -12.96994 10.72728 4.39630 0.050
H -6.93165 10.17873 10.53912 0.087
H -13.93893 7.94028 10.91536 0.065
H -11.58072 17.57578 9.08450 0.105
N -13.29832 19.62562 9.42790 0.041
C -9.06654 13.53842 10.28259 -0.329
C -16.68853 17.45944 9.33260 -0.344
H -16.54645 10.44532 5.53224 0.060
C -18.62658 12.34234 8.53189 -0.207
H -7.65676 15.64360 6.66077 0.072
H -13.69909 19.98441 10.28274 0.075
N -7.69202 10.39268 9.90970 0.050
H -7.58776 13.99213 3.16215 0.083
H -12.74959 12.78303 14.54198 0.129
H -13.10920 18.06335 6.29008 0.090
C -9.30049 13.42061 2.48433 -0.309
H -12.00633 21.97795 9.53375 0.072
O -8.50131 14.11896 3.42847 -0.087
C -8.15316 11.18860 7.71446 -0.077
H -15.35829 13.86014 4.77667 0.046
H -11.51210 10.28673 5.09491 0.053
H -15.34095 13.63047 15.08778 0.082
O -8.04472 12.91428 10.99831 -0.094
H -8.44990 9.72926 9.98460 0.090
H -20.72665 12.54262 8.59678 0.139
H -13.27324 11.48393 11.40835 0.096
H -12.56810 14.15484 9.96489 0.067
H -14.23862 13.73233 9.57273 0.075
H -10.27339 14.72518 6.14268 0.082
H -17.90077 11.60609 8.18658 0.118
C -14.23616 13.81570 13.40979 -0.447
H -19.92246 10.43559 10.06016 0.073
H -10.45054 21.29520 9.69750 0.061
H -11.57790 19.66976 8.17524 0.104
H -8.52090 14.53065 0.84113 0.071
C -10.36201 13.73304 6.58528 -0.069
C -19.99397 11.79708 8.28781 -0.444
H -10.69348 14.76671 10.96956 0.048
H -8.05269 12.22982 8.02085 0.069
C -14.34552 8.14823 11.90508 -0.100
C -11.95920 10.68722 9.53309 -0.117
H -12.70388 14.47648 6.21498 0.098
H -9.05785 17.25298 10.54680 0.089
H -5.38734 10.52181 7.34713 0.126
H -10.20284 18.57059 5.79585 0.065
C -11.50335 21.07083 9.86879 -0.050
H -13.25230 13.02304 1.70134 0.074
C -17.19182 13.32581 10.20279 -0.057
H -17.72191 11.56745 4.95919 0.066
H -12.86830 9.26107 12.81508 0.133
H -10.60717 19.50730 4.31657 0.081
C -13.69744 10.50645 11.17880 -0.154
H -18.33376 18.01148 10.63183 0.071
H -5.39836 18.70308 8.38778 0.073
C -5.69174 10.69646 8.37909 -0.162
O -4.78627 10.01288 9.24127 -0.195
H -14.14344 14.49223 1.35511 0.081
H -16.87761 17.75657 11.49444 0.068
O -18.46545 12.63001 9.94255 -0.188
O -12.85201 9.91368 10.22700 -0.211
H -19.98777 12.31229 6.35642 0.066
H -7.83648 17.74996 9.29366 0.075
H -9.94611 15.28965 1.48244 0.066
C -7.20741 10.39606 8.49560 -0.407
O -16.07205 13.77861 5.41347 -0.066
C -7.28696 16.41180 5.98163 -0.053
C -3.38023 10.15397 9.13230 -0.111
H -14.86181 9.38522 14.16246 0.077
H -12.84124 18.25016 4.10122 0.125
H -9.22331 16.70633 8.83881 0.081
```